No. 1
{
  "formula": "C17H23N3O3",
  "method": "wB97M-V/def2-TZVPD",
  "max_force_ev_per_a": 0.6,
  "total_charge": 0,
  "energy_ha": -1051.61074,
  "relative_energy_ev": 1.766,
  "multiplicity": 1,
  "e_lumo_ha": 0.028,
  "gap_ev": 8.592,
  "species": ["C", "C", "O", "C", "O", "N", "C", "C", "N", "C", "C", "O", "C", "C", "N", "C", "C", "C", "C", "C", "C", "C", "C", "H", "H", "H", "H", "H", "H", "H", "H", "H", "H", "H", "H", "H", "H", "H", "H", "H", "H", "H", "H", "H", "H", "H"],
  "xyz": [[6.08154, -0.23362, -0.60733], [6.05501, 0.50734, 0.72221], [4.73391, 0.91496, 1.07176], [3.95996, -0.03574, 1.64692], [4.34098, -1.14926, 1.92425], [2.71832, 0.43073, 1.90319], [2.27027, 1.74537, 1.49298], [0.74305, 1.75898, 1.39242], [0.31833, 0.56189, 0.69507], [-1.02412, 0.61316, 0.15250], [-1.13149, -0.35110, -1.04779], [-0.08729, -0.08640, -1.95460], [-2.45344, -0.18520, -1.72515], [-2.70463, 0.49229, -2.88082], [-4.04046, 0.44247, -3.17218], [-4.68148, -0.27263, -2.20311], [-6.02461, -0.59512, -2.05663], [-6.38573, -1.34351, -0.95729], [-5.43573, -1.76624, -0.02332], [-4.10334, -1.44935, -0.16210], [-3.70749, -0.68968, -1.26276], [0.57087, -0.64750, 1.47331], [1.71700, -0.43754, 2.46990], [7.10762, -0.47368, -0.87088], [5.51360, -1.15679, -0.52393], [5.64646, 0.38136, -1.39179], [6.45208, -0.13253, 1.51687], [6.62904, 1.43504, 0.66892], [2.61066, 2.50500, 2.20776], [2.70880, 1.97342, 0.51826], [0.43937, 2.63224, 0.81188], [0.28876, 1.84808, 2.39313], [-1.20974, 1.62428, -0.21804], [-1.79887, 0.36737, 0.89649], [-1.04971, -1.38884, -0.67994], [0.68633, 0.13424, -1.41597], [-2.01030, 0.99561, -3.52350], [-4.47443, 0.84770, -3.98354], [-6.75777, -0.27130, -2.78101], [-7.42149, -1.61286, -0.81249], [-5.76117, -2.35486, 0.82201], [-3.37614, -1.78596, 0.56230], [0.83665, -1.44917, 0.77791], [-0.32895, -0.96039, 2.02864], [1.34347, 0.00612, 3.39955], [2.19627, -1.38836, 2.70594]],
  "mulliken_charge": [-1.118, -0.282, -0.403, 0.687, -0.660, 0.233, -0.597, -0.899, 0.477, -0.991, 0.501, -0.649, 0.064, -0.653, 0.002, -0.608, -0.839, -0.475, -0.806, -0.338, 0.958, -0.396, -1.281, 0.389, 0.305, 0.290, 0.331, 0.315, 0.268, 0.389, 0.440, 0.305, 0.447, 0.289, 0.325, 0.372, 0.474, 0.167, 0.367, 0.378, 0.390, 0.435, 0.366, 0.246, 0.344, 0.442]
}

No. 2
{
  "formula": "C18H54O11",
  "method": "wB97M-V/def2-TZVPD",
  "max_force_ev_per_a": 3.4,
  "total_charge": 0,
  "energy_ha": -1545.58047,
  "relative_energy_ev": 4.101,
  "multiplicity": 1,
  "e_lumo_ha": 0.008,
  "gap_ev": 10.221,
  "species": ["O", "C", "C", "O", "H", "H", "H", "H", "H", "H", "O", "C", "C", "O", "H", "H", "H", "H", "H", "H", "C", "C", "O", "H", "H", "H", "H", "H", "H", "C", "C", "O", "H", "H", "H", "H", "H", "H", "C", "C", "O", "H", "H", "H", "H", "H", "H", "C", "C", "O", "H", "H", "H", "H", "H", "H", "C", "C", "O", "H", "H", "H", "H", "H", "H", "C", "C", "O", "H", "H", "H", "H", "H", "H", "C", "C", "O", "H", "H", "H", "H", "H", "H"],
  "xyz": [[8.51605, 2.16890, -2.85513], [9.05513, 3.36822, -3.41690], [9.60273, 3.06254, -4.95876], [10.72989, 2.24825, -4.83731], [7.87674, 2.41321, -2.18194], [8.16032, 3.98998, -3.38797], [9.77254, 3.86905, -2.76683], [9.81357, 3.98802, -5.49462], [8.85898, 2.55860, -5.57598], [11.22985, 2.61687, -4.10535], [0.03922, 0.36403, -1.66619], [-0.54472, -0.53697, -2.56362], [-1.76375, -1.20820, -1.90361], [-1.30544, -2.00499, -0.81365], [0.62881, 0.90379, -2.19783], [-0.76849, -0.03062, -3.50258], [0.24933, -1.26652, -2.72279], [-2.22906, -1.83629, -2.66327], [-2.44912, -0.47927, -1.47113], [-0.75884, -2.63962, -1.28276], [0.79491, -8.11787, 0.06542], [0.79213, -9.39088, -0.72156], [-0.19964, -9.22937, -1.72127], [-0.21985, -7.83934, 0.34964], [1.24572, -7.31592, -0.51916], [1.45919, -8.21802, 0.92380], [0.53964, -10.30840, -0.19004], [1.82240, -9.54413, -1.04273], [-0.35276, -10.09489, -2.10730], [-5.75286, 6.06853, 2.33657], [-5.04075, 4.67233, 2.00342], [-3.66588, 4.74972, 2.39005], [-5.11902, 6.92833, 2.11958], [-5.90520, 6.18906, 3.40912], [-6.68764, 6.19612, 1.79067], [-4.97076, 4.56721, 0.92075], [-5.56080, 3.81446, 2.42970], [-3.08268, 4.28003, 1.78933], [3.14725, 2.54428, -7.25930], [3.14021, 3.97791, -6.72315], [2.84241, 4.10689, -5.33435], [3.49977, 1.85340, -6.49346], [3.58897, 2.51440, -8.25532], [2.09320, 2.29804, -7.38760], [2.69532, 4.72052, -7.38550], [4.14402, 4.34737, -6.93287], [2.07595, 4.67388, -5.22182], [2.67078, -0.30495, 6.63346], [1.45740, -0.55535, 5.70056], [1.94941, -0.87353, 4.40090], [2.52588, 0.02528, 7.66208], [3.35342, 0.42527, 6.19885], [3.17335, -1.26999, 6.56829], [0.72259, 0.24179, 5.81335], [0.91866, -1.42531, 6.07609], [1.24188, -0.89962, 3.75258], [-6.40140, -6.67083, 6.00660], [-5.28528, -5.65666, 5.60606], [-5.84054, -4.40928, 5.12300], [-7.01622, -6.77658, 5.11278], [-7.01136, -6.45633, 6.88411], [-5.95110, -7.64693, 6.18707], [-4.57316, -5.96482, 4.84055], [-4.75536, -5.32601, 6.49935], [-5.35899, -4.29709, 4.30013], [-10.41658, -1.45881, -2.15575], [-9.49394, -0.24745, -1.79972], [-8.91851, 0.21176, -2.95047], [-9.88658, -2.30687, -2.58934], [-11.19596, -1.07568, -2.81444], [-10.91103, -1.66146, -1.20572], [-8.69165, -0.66752, -1.19311], [-9.90386, 0.54165, -1.16934], [-8.36486, 0.87674, -2.53471], [6.17169, 5.63133, 2.50737], [5.05883, 4.64751, 2.35682], [5.54328, 3.37170, 2.32281], [6.02885, 6.37412, 1.72253], [7.16274, 5.22378, 2.30777], [6.34356, 6.13063, 3.46092], [4.34898, 4.83306, 1.55073], [4.38848, 4.60780, 3.21539], [4.87964, 2.81602, 2.73802]],
  "mulliken_charge": [-0.505, -0.417, -0.379, -0.485, 0.309, 0.329, 0.292, 0.268, 0.268, 0.319, -0.484, -0.331, -0.474, -0.478, 0.301, 0.325, 0.260, 0.293, 0.289, 0.300, -1.038, -0.169, -0.518, 0.293, 0.259, 0.343, 0.293, 0.237, 0.299, -0.993, -0.154, -0.533, 0.298, 0.272, 0.316, 0.254, 0.238, 0.303, -0.906, -0.305, -0.517, 0.301, 0.308, 0.243, 0.338, 0.230, 0.308, -0.947, -0.219, -0.514, 0.340, 0.250, 0.243, 0.316, 0.239, 0.293, -0.912, -0.286, -0.506, 0.250, 0.282, 0.309, 0.353, 0.203, 0.308, -0.993, -0.301, -0.496, 0.288, 0.273, 0.323, 0.264, 0.329, 0.313, -0.953, -0.182, -0.536, 0.247, 0.316, 0.280, 0.272, 0.247, 0.308]
}

No. 3
{
  "formula": "C27H64BrFNO2P2Si2",
  "method": "wB97M-V/def2-TZVPD",
  "max_force_ev_per_a": 1.8,
  "total_charge": 1,
  "energy_ha": -5207.95225,
  "multiplicity": 1,
  "e_lumo_ha": -0.141,
  "gap_ev": 7.829,
  "species": ["C", "C", "C", "C", "C", "C", "C", "C", "C", "C", "C", "C", "C", "C", "C", "C", "C", "C", "P", "F", "N", "C", "C", "C", "P", "O", "Br", "H", "H", "H", "H", "H", "H", "H", "H", "H", "H", "H", "H", "H", "H", "H", "H", "H", "H", "H", "H", "H", "H", "H", "H", "H", "H", "H", "H", "H", "H", "H", "H", "H", "H", "H", "H", "H", "H", "H", "H", "H", "H", "H", "H", "H", "H", "O", "Si", "C", "C", "C", "Si", "C", "C", "C", "H", "H", "H", "H", "H", "H", "H", "H", "H", "H", "H", "H", "H", "H", "H", "H", "H", "H"],
  "xyz": [[13.95252, 0.07419, 0.25259], [13.26366, 0.91144, -0.83380], [11.77672, 0.58508, -1.02055], [11.21064, 1.11667, -2.35195], [10.23208, 2.28268, -2.22587], [8.98711, 2.00258, -1.38408], [8.06392, 3.24011, -1.33195], [6.81796, 3.07707, -2.19813], [5.83854, 2.02746, -1.64171], [4.33412, 2.39828, -1.80524], [3.68040, 1.57285, -2.90267], [2.15672, 1.74954, -3.11243], [1.34834, 2.33774, -1.94373], [-0.07599, 1.73389, -1.90848], [-1.07358, 2.62160, -1.16092], [-2.31872, 1.83554, -0.76275], [-3.45411, 2.73078, -0.22175], [-4.58107, 2.93632, -1.26153], [-5.76706, 1.60715, -1.29540], [-5.09004, 0.43032, -2.06815], [-7.10122, 2.12703, -2.10240], [-8.10844, 1.04787, -2.40751], [-9.53880, 1.59498, -2.38950], [-10.52163, 0.73187, -1.56386], [-6.26536, 0.90224, 0.77998], [-7.13326, -0.45906, 0.66265], [-7.73528, 2.41688, 1.38615], [14.05463, 0.64119, 1.17411], [13.42305, -0.85534, 0.44502], [14.95673, -0.19584, -0.06928], [13.39394, 1.97246, -0.61891], [13.76180, 0.74056, -1.78847], [11.69584, -0.50087, -0.98306], [11.21492, 0.97538, -0.17397], [10.75090, 0.29950, -2.90678], [12.05081, 1.46426, -2.95369], [9.88675, 2.52175, -3.23769], [10.74263, 3.17544, -1.86551], [8.45430, 1.13963, -1.77758], [9.32177, 1.78747, -0.37089], [8.62584, 4.10060, -1.69744], [7.79115, 3.46024, -0.29970], [6.31872, 4.03449, -2.33251], [7.16661, 2.73064, -3.17334], [6.00489, 1.08534, -2.16213], [6.03866, 1.83287, -0.58890], [4.28266, 3.45945, -2.04096], [3.86250, 2.24608, -0.83778], [3.91707, 0.51743, -2.78766], [4.16689, 1.87257, -3.83422], [1.94736, 2.33214, -4.00755], [1.74204, 0.75948, -3.31267], [1.80341, 2.12116, -0.98485], [1.22414, 3.40952, -2.09459], [-0.00116, 0.79714, -1.35126], [-0.42287, 1.53928, -2.92069], [-1.38732, 3.41466, -1.84656], [-0.61005, 3.08200, -0.29067], [-2.66306, 1.31369, -1.65846], [-2.06478, 1.05639, -0.04581], [-3.08423, 3.69972, 0.09648], [-3.86676, 2.24901, 0.66402], [-5.11526, 3.87485, -1.12615], [-4.15627, 2.94752, -2.26980], [-6.82481, 2.54488, -2.98984], [-7.87377, 0.64314, -3.38896], [-8.00930, 0.22309, -1.70426], [-9.54160, 2.61101, -2.00815], [-9.90740, 1.62727, -3.41123], [-10.90881, 1.29464, -0.71907], [-10.03748, -0.16141, -1.16955], [-11.35981, 0.40587, -2.16897], [-8.07035, -0.25610, 0.52025], [-4.30999, -4.73848, 3.78609], [-5.20935, -3.81850, 2.77101], [-5.82009, -2.29157, 3.66603], [-6.68612, -4.78818, 2.15652], [-4.20111, -3.27735, 1.29429], [-4.44696, -5.54344, 5.22441], [-2.82502, -6.35330, 5.64869], [-5.77066, -6.85825, 5.09562], [-4.90662, -4.34608, 6.58646], [-6.50890, -2.55133, 4.47156], [-6.34459, -1.63029, 2.97362], [-4.98010, -1.74687, 4.10351], [-6.37259, -5.72901, 1.69996], [-7.23676, -4.21489, 1.40657], [-7.37295, -5.02141, 2.97212], [-3.84038, -4.13444, 0.72339], [-3.33628, -2.68343, 1.59860], [-4.82152, -2.66624, 0.63307], [-2.52806, -7.07529, 4.88588], [-2.91830, -6.88234, 6.59879], [-2.02566, -5.61665, 5.74923], [-6.75913, -6.41602, 4.95479], [-5.79661, -7.45522, 6.00900], [-5.57461, -7.52911, 4.25669], [-5.90263, -3.92701, 6.42919], [-4.19520, -3.51854, 6.63507], [-4.90289, -4.85408, 7.55244]],
  "mulliken_charge": [-1.161, -0.536, -0.424, -0.827, -0.759, -0.166, -1.117, -0.680, -0.796, -0.262, -0.753, -0.834, -0.422, -0.947, -0.699, -0.671, -0.678, -0.934, 0.837, -0.314, -0.259, -0.540, -0.402, -1.050, 0.306, -0.364, -0.152, 0.280, 0.340, 0.333, 0.294, 0.336, 0.310, 0.241, 0.367, 0.436, 0.310, 0.323, 0.207, 0.290, 0.410, 0.454, 0.520, 0.185, 0.364, 0.425, 0.247, 0.227, 0.398, 0.175, 0.379, 0.378, 0.308, 0.331, 0.320, 0.481, 0.285, 0.359, 0.309, 0.458, 0.442, 0.347, 0.467, 0.511, 0.357, 0.326, 0.274, 0.320, 0.328, 0.271, 0.267, 0.326, 0.269, -0.447, 0.472, -0.719, -0.990, -0.873, 0.417, -1.026, -1.003, -1.008, 0.318, 0.098, 0.279, 0.289, 0.357, 0.308, 0.323, 0.267, 0.147, 0.288, 0.304, 0.287, 0.294, 0.387, 0.284, 0.296, 0.282, 0.388]
}